[1]
Computed, not measured: an isolated ion of composition C5H12NO and charge -1 at a distorted geometry, with wB97M-V/def2-TZVPD.

XYZ file:
```
19
Properties=species:S:1:pos:R:3:mulliken_charge:R:1
C 2.46698 -0.92637 -0.64182 -0.9464
C 1.01005 -1.43988 -0.77841 -0.4937
C 0.07097 -0.68372 0.29093 -0.6320
C -0.09480 0.85316 0.12633 -0.4009
N -1.46454 1.09081 -0.38169 -0.5215
C -2.44126 0.99465 0.79144 -0.4647
O -2.08626 1.34852 1.98837 -0.7986
H 2.33023 0.22501 -0.53821 0.1639
H 3.22560 -1.08897 -1.38030 0.3651
H 2.88922 -0.82164 0.51536 0.2452
H 0.90851 -2.54066 -0.58717 0.2809
H 0.77462 -1.29751 -1.75455 0.3537
H -1.00265 -1.09731 0.19789 0.1752
H 0.34532 -1.04422 1.31743 0.3563
H 0.65793 1.25300 -0.58574 0.4697
H 0.06352 1.12899 1.22530 0.1164
H -1.48183 2.09372 -0.82777 0.2830
H -3.09689 1.91057 0.39396 0.2356
H -3.07471 0.04185 0.62865 0.2128
```

electronic energy = -327.60933 Ha
net charge = -1
LUMO energy = 0.1382 Eh
SMILES = CCCCNC[O-]

=====

[2]
Computed, not measured: an isolated ion of composition C5H12NO and charge -1 at a distorted geometry, with wB97M-V/def2-TZVPD.

XYZ file:
```
19
Properties=species:S:1:pos:R:3:mulliken_charge:R:1
C 0.75525 2.50764 -1.10276 -1.0091
C 0.78838 1.00402 -0.53602 -0.3995
N -0.06175 0.56058 0.50124 -0.4470
C -0.59188 -0.78748 0.17961 -0.0055
C -1.67738 -1.10916 1.17168 -1.3308
C 0.45796 -1.96012 0.24709 -0.1166
O 0.03799 -3.11098 -0.18206 -0.8267
H 1.44377 3.12472 -0.47222 0.2309
H -0.22293 3.03344 -1.09732 0.3073
H 1.14247 2.41010 -2.21295 0.2458
H 1.80694 0.89147 -0.22725 0.3407
H 0.67829 0.34069 -1.47735 0.2890
H 0.40360 0.48492 1.50432 0.3117
H -1.08374 -0.58554 -0.83093 0.2987
H -2.10624 -2.05353 0.74798 0.3619
H -1.38994 -1.11159 2.24446 0.2766
H -2.69581 -0.46925 1.08341 0.3013
H 1.21199 -1.43784 -0.69845 -0.0094
H 1.10302 -1.73210 1.15752 0.1807
```

electronic energy = -327.61200 Ha
net charge = -1
LUMO energy = 0.1444 Eh
SMILES = CCN[C@H](C)C[O-]

=====

[3]
Computed, not measured: an isolated ion of composition C5H12NO and charge -1 at a distorted geometry, with wB97M-V/def2-TZVPD.

XYZ file:
```
19
Properties=species:S:1:pos:R:3:mulliken_charge:R:1
C 1.06752 1.81920 -2.01904 -1.1264
C -0.09406 1.47810 -1.10023 -0.7058
C 0.03564 0.11640 -0.34956 0.7173
C -0.08266 -1.03822 -1.32049 -1.5515
N -0.82879 -0.00446 0.79875 -0.5467
C -0.62640 -1.20248 1.75629 -0.3858
O 0.41714 -1.14270 2.53506 -0.8623
H 1.23874 1.09889 -2.82926 0.3014
H 1.99167 1.89254 -1.44985 0.3228
H 0.75800 2.71102 -2.58460 0.3345
H -1.11633 1.52078 -1.50370 0.3290
H -0.10223 2.30499 -0.38047 0.2869
H 1.11834 0.21421 -0.08658 0.1070
H 0.28670 -0.75545 -2.30802 0.3630
H 0.63206 -1.81193 -1.03174 0.3065
H -1.05592 -1.53531 -1.23622 0.4284
H -0.55330 0.76620 1.40175 0.2292
H -1.63389 -1.24124 2.25275 0.2507
H -0.70018 -2.07330 1.04225 0.2017
```

electronic energy = -327.67398 Ha
net charge = -1
LUMO energy = 0.1384 Eh
SMILES = CC[C@H](C)NC[O-]

=====

[4]
Computed, not measured: an isolated ion of composition C5H12NO and charge -1 at a distorted geometry, with wB97M-V/def2-TZVPD.

XYZ file:
```
19
Properties=species:S:1:pos:R:3:mulliken_charge:R:1
C -1.44367 0.72046 1.16507 -1.7109
C -0.68098 -0.37451 0.42720 0.8010
C -1.60244 -1.53409 0.06999 -1.5964
C 0.24954 0.13416 -0.69378 -0.0051
N -0.21571 1.41632 -1.26777 -0.8109
C 1.69942 0.24773 -0.14753 -0.6336
O 2.19017 -0.84200 0.43935 -0.8784
H -2.07607 0.34777 1.97454 0.4169
H -2.04570 1.32179 0.45992 0.3838
H -0.76164 1.48111 1.56034 0.3635
H 0.03649 -0.70207 1.18394 0.2086
H -1.08813 -2.29530 -0.50467 0.4311
H -1.93935 -1.99324 0.99942 0.3865
H -2.47466 -1.14084 -0.45467 0.3247
H 0.26413 -0.67673 -1.42278 0.3394
H 0.06147 2.10997 -0.56881 0.3175
H 0.47394 1.64852 -1.98475 0.3099
H 2.28386 0.59529 -1.04247 0.2428
H 1.66740 1.11314 0.57964 0.1097
```

electronic energy = -327.68398 Ha
net charge = -1
LUMO energy = 0.1483 Eh
SMILES = CC(C)[C@@H](N)C[O-]

=====

[5]
Computed, not measured: one molecule with the formula C5H12NO at a distorted geometry, with wB97M-V/def2-TZVPD.

XYZ file:
```
19
Properties=species:S:1:pos:R:3:mulliken_charge:R:1
C -1.19698 1.32323 0.98152 -0.5170
O -1.94263 0.35729 0.19834 -0.5202
C 0.29186 1.05823 0.90343 -0.6724
C 0.81010 1.06605 -0.54980 -0.5379
C 0.79513 -0.32296 -1.33930 -0.6038
C 1.10879 -2.33464 0.17854 -0.7966
N 0.36689 -1.40440 -0.50098 -0.1500
H -1.43783 1.24948 2.05125 0.3479
H -1.52697 2.29183 0.60580 0.3567
H -2.85331 0.51414 0.43870 0.2940
H 0.76958 1.94809 1.35539 0.3309
H 0.66352 0.32480 1.63218 0.3586
H 1.82624 1.44005 -0.70022 0.4207
H 0.11885 1.71346 -1.09083 0.2386
H 1.83332 -0.41215 -1.63919 0.3411
H 0.20871 -0.20929 -2.25090 0.2329
H 0.58097 -3.15554 0.62929 0.3149
H 2.11276 -2.00583 0.41810 0.3352
H -0.54261 -1.23154 -0.08996 0.2263
```

electronic energy = -327.60150 Ha
net charge = 0
expectation value of S² = 0.754
LUMO energy (alpha / beta) = 0.0278 / 0.0275 Eh
multiplicity = 2

=====

[6]
Computed, not measured: a 2-piece molecular cluster, C5H12NO overall at a distorted geometry, with wB97M-V/def2-TZVPD.

XYZ file:
```
19
Properties=species:S:1:pos:R:3:mulliken_charge:R:1
C -1.66730 0.15953 -0.15071 0.2490
C 1.22266 0.39172 0.62436 0.4500
C -3.10000 -0.18214 -0.15585 -0.9407
C 1.10969 1.83190 0.51547 -1.1235
C 1.75379 -1.84662 -0.42808 -0.8951
N 1.65925 -0.42566 -0.36047 -0.1401
O -0.80598 -0.22642 0.60606 -0.4867
H -1.46849 1.07465 -0.73275 0.3047
H 1.07213 -0.08516 1.55094 0.3187
H -3.40549 -1.24462 -0.19584 0.3119
H -3.60529 0.41542 -1.04014 0.3015
H -3.37329 0.27017 0.80283 0.2881
H 1.79383 2.22350 1.24161 0.3375
H 0.02003 2.00215 0.79012 0.3145
H 1.22042 2.32296 -0.41723 0.3728
H 2.72300 -2.16541 -0.83600 0.3499
H 1.87295 -2.33630 0.52102 0.3165
H 0.98523 -2.17352 -1.04712 0.3407
H 1.99286 -0.00614 -1.28820 0.3305
```

electronic energy = -327.40033 Ha
net charge = +1
LUMO energy = -0.1264 Eh

=====

What is the formula in the fifth record?
C5H12NO